Entry 1:
A structure of composition C32H29N11O4S2Sc in a non-equilibrium geometry, computed with ωB97M-V/def2-TZVPD.

XYZ file:
```
79
Properties=species:S:1:pos:R:3:forces:R:3:mulliken_charge:R:1
Sc 0.68076 -0.35824 -0.46189 -0.972 3.457 0.094 -0.6101
O -0.93726 0.98468 -0.12719 -1.771 0.624 -1.563 0.0153
N -1.97949 1.23398 -0.92192 1.547 -1.357 -0.106 -1.1541
N -1.94057 0.53333 -2.02368 3.778 0.564 4.719 1.3545
O -0.84821 -0.23133 -2.20349 -0.900 0.148 -0.180 -0.5745
C -2.96774 0.64316 -2.90686 -2.798 0.189 -2.489 0.3779
C -2.88608 -0.07834 -4.07807 1.278 -1.383 -0.718 -0.1368
C -3.83610 -0.00998 -5.10029 -0.044 0.026 0.066 -0.6360
C -4.95677 0.78590 -4.92996 0.753 0.109 1.208 -0.4758
C -5.08188 1.49330 -3.71865 -0.619 0.698 -0.138 -0.4585
C -4.12481 1.43819 -2.71259 0.496 -0.046 0.283 -0.4938
H -2.01962 -0.77626 -4.16728 -0.774 0.814 -0.111 0.2196
H -3.68698 -0.56709 -6.03096 -0.040 0.124 0.476 0.3542
H -5.71894 0.85445 -5.67191 -0.332 0.084 -0.426 0.4401
H -5.95414 2.18118 -3.60123 0.815 -0.791 0.076 0.3139
H -4.23851 1.99459 -1.77958 -0.035 -0.108 -0.439 0.4239
N -0.93087 -3.86549 1.43243 1.793 -0.985 -0.202 0.0641
C -2.25395 -3.75644 1.87968 -2.429 0.768 0.288 -0.1971
C -3.01058 -4.87986 2.33467 1.206 1.416 -0.737 -0.7483
C -4.32798 -4.69386 2.76931 0.145 -0.047 0.408 -0.5706
C -4.90992 -3.42439 2.83608 0.647 -0.343 -0.207 -0.7686
C -4.20164 -2.36595 2.31503 0.906 1.570 -0.724 -0.6265
C -2.89137 -2.48701 1.79668 -1.157 -2.546 1.120 1.1159
S -2.21791 -1.08824 1.06680 0.396 0.614 -0.170 -0.1376
N -0.77178 -1.71166 0.44977 1.617 -2.570 0.022 0.4249
C -0.27878 -2.91974 0.68702 -1.993 1.999 1.106 0.5642
C 1.11464 -3.20822 0.32401 2.429 -0.496 -0.574 0.6793
C 1.65053 -4.50777 0.42926 -1.651 0.093 -0.062 -0.9745
C 2.95842 -4.75154 0.07231 0.085 0.180 -0.200 -0.5615
C 3.79646 -3.70620 -0.29432 -0.058 0.130 0.331 -1.1204
C 3.25751 -2.42993 -0.29024 -1.699 -0.385 0.235 -0.4782
N 1.94198 -2.17918 -0.07016 -0.609 -1.689 0.829 0.9351
H -0.34047 -4.63055 1.80137 -0.919 0.822 -0.343 0.2756
H -2.45651 -5.82793 2.28816 -0.773 0.156 0.245 0.3812
H -4.91375 -5.52902 3.11924 0.127 -0.238 0.028 0.3817
H -5.87470 -3.22737 3.28888 0.007 -0.342 -0.182 0.4137
H -4.62833 -1.33769 2.26502 0.108 -0.932 0.189 0.3366
H 0.98131 -5.36341 0.69030 0.822 0.816 -0.288 0.4260
H 3.26644 -5.77555 0.06985 0.479 -0.347 0.022 0.4959
H 4.84931 -3.83883 -0.53915 -0.322 -0.079 0.095 0.4667
H 3.83412 -1.55731 -0.44415 0.605 0.696 -0.453 0.6707
N -0.15899 6.80164 3.68819 0.354 -0.511 0.821 -0.6348
C 0.45944 5.87021 2.84409 0.998 0.877 -0.546 1.0143
C 1.84855 5.90887 2.54224 -0.471 0.132 0.446 -0.6737
C 2.39423 5.04781 1.60880 0.534 -0.283 -0.818 -0.3257
C 1.56154 4.13686 0.95227 -0.382 0.172 0.287 -0.5066
C 0.18099 4.19507 1.17266 0.405 -1.588 -1.252 -0.3193
C -0.35413 5.04182 2.10190 -0.312 -0.300 0.068 -0.7681
S 2.24957 2.88611 -0.11431 0.745 1.020 0.651 1.2922
O 3.70531 3.02305 -0.00559 -1.437 -0.252 -0.678 -0.7891
O 1.59822 2.99344 -1.40282 0.217 -0.219 0.393 -0.7747
N 1.79885 1.41523 0.47826 -0.226 -0.291 -0.728 0.5653
C 2.00807 1.14189 1.79185 -0.817 0.574 -0.416 0.3286
N 1.36949 0.01749 2.18696 0.225 -0.117 -0.043 0.0805
C 1.58429 -0.35417 3.45099 0.969 0.821 -0.546 -0.1009
C 2.51081 0.33635 4.23701 -0.658 -0.107 0.145 -0.9756
C 3.00290 1.55251 3.75927 -0.708 -1.117 -0.384 -0.4088
N 2.67450 2.00206 2.56041 0.773 -0.345 0.297 -0.4503
H 0.46344 7.14242 4.41407 -0.052 0.116 -0.188 0.2722
H -0.96537 6.38353 4.14777 0.062 0.294 -0.204 0.2718
H 2.49361 6.61570 3.06162 -0.167 -0.049 -0.120 0.2894
H 3.45296 5.09342 1.26385 -0.858 -0.085 0.805 0.4013
H -0.44502 3.51045 0.56691 0.238 0.477 0.589 0.2439
H -1.41613 5.06043 2.27957 -0.255 0.012 -0.073 0.3295
H 1.02509 -1.21033 3.76660 -0.074 -0.415 0.435 0.5066
H 2.75067 0.02496 5.23420 0.016 -0.214 0.265 0.3974
H 3.68117 2.11784 4.36451 0.143 0.547 0.205 0.4831
C 1.15720 -2.13872 -3.38789 0.005 -1.231 -0.632 -1.1054
C 1.92383 -0.89993 -3.23358 0.889 -0.546 -1.620 0.3787
N 2.06628 -0.21367 -2.14008 1.123 1.598 -0.604 1.1878
C 2.99232 0.82120 -2.45881 0.389 -1.092 -0.595 -0.4017
C 3.40817 0.66198 -3.76205 -0.061 0.115 0.866 -1.0082
N 2.72580 -0.44438 -4.24059 -0.799 -0.246 0.444 -0.0228
H 0.46084 -2.24848 -2.56734 -0.288 -0.188 -0.013 0.0070
H 1.83211 -3.03265 -3.42426 -0.427 0.693 0.203 0.2953
H 0.60335 -2.15515 -4.33895 -0.019 0.092 0.408 0.4740
H 3.35298 1.48999 -1.69446 0.058 -0.085 -0.441 0.3987
H 4.15159 1.18991 -4.36211 -0.484 -0.162 0.372 0.3999
H 2.70562 -0.84311 -5.18343 0.206 0.491 0.674 0.2396
```
Forces are in eV/Å.

The net charge is +1. The highest occupied orbital energy comes out at -0.3570 hartree. The LUMO energy is -4.06 eV. The HOMO-LUMO gap comes out at 0.2077 Eh. The calculation puts the energy above the lowest of the compared OMol25 structures with the same formula, charge and spin at 0.0 kJ/mol.

---

Entry 2:
A structure of composition C32H30As2Cl2N2O4SV, computed with ωB97M-V/def2-TZVPD.

XYZ file:
```
74
Properties=species:S:1:pos:R:3:forces:R:3:mulliken_charge:R:1
V 0.04043 0.44472 0.38063 -0.674 0.373 0.159 0.8934
O 0.75515 2.46687 2.29811 0.141 -0.057 0.037 -0.6334
S 0.49933 1.28198 3.09905 0.078 -0.050 0.163 1.7497
O 1.56234 0.32679 3.26794 0.016 0.027 -0.002 -0.7292
N -0.75857 0.62628 2.31357 0.424 -0.495 -0.245 0.7840
C -1.30537 -0.62058 2.68927 -0.086 0.204 -0.104 0.3513
C -1.47182 -1.10492 3.96095 -0.047 -0.106 0.023 -0.3996
C -2.13090 -2.33488 4.18190 0.012 0.047 -0.065 -1.1310
C -2.64202 -3.06681 3.14984 0.024 0.057 -0.027 -0.9490
C -2.48448 -2.59996 1.82271 -0.126 -0.083 0.047 0.5928
C -2.99113 -3.28026 0.69213 0.008 0.018 -0.027 -0.7939
C -2.78134 -2.77956 -0.56099 0.094 0.102 0.023 -1.0158
C -2.01689 -1.61000 -0.69802 -0.071 -0.107 -0.204 -0.5251
N -1.54908 -0.94134 0.32900 0.316 0.103 0.171 0.7980
C -1.79799 -1.39629 1.59915 0.077 -0.002 0.096 0.2719
C -0.00813 1.76537 4.71568 -0.126 0.175 -0.053 -0.4131
C 0.61631 1.20367 5.81852 0.030 -0.003 0.039 0.0046
C 0.21426 1.59171 7.08911 0.024 -0.022 -0.020 -0.6811
C -0.79683 2.52684 7.24582 -0.010 0.009 -0.034 -0.4465
C -1.41065 3.08877 6.13303 -0.009 0.001 0.018 -0.7707
C -1.01464 2.71138 4.86197 -0.034 0.020 -0.028 -0.3513
H -1.11337 -0.54514 4.81166 0.007 0.009 0.001 0.3802
H -2.24023 -2.68569 5.19861 -0.005 -0.012 0.022 0.4425
H -3.16362 -3.99700 3.32615 -0.015 -0.028 0.001 0.4545
H -3.54160 -4.20196 0.83167 -0.005 -0.013 0.021 0.4519
H -3.14701 -3.28037 -1.44460 -0.008 -0.007 -0.005 0.4601
H -1.76711 -1.23027 -1.68297 -0.002 -0.017 0.031 0.6156
H 1.40372 0.47774 5.67766 0.023 -0.024 -0.029 0.5303
H 0.69635 1.16333 7.95635 0.016 -0.013 0.022 0.4273
H -1.10596 2.82564 8.23754 -0.008 0.006 0.033 0.4050
H -2.19300 3.82447 6.25960 -0.007 0.008 -0.009 0.4275
H -1.47619 3.15492 3.99058 0.020 -0.011 -0.027 0.2660
C 1.87911 3.91414 -0.30895 0.105 0.068 -0.035 -1.0811
As 1.10478 2.32913 -1.09965 -0.068 -0.133 -0.186 0.6250
C 2.41354 1.72495 -2.39523 0.134 0.097 -0.049 -1.2037
C -0.27641 3.10573 -2.22223 0.046 0.068 -0.017 0.0276
C 0.02206 3.75389 -3.41784 -0.040 -0.003 -0.021 -0.8243
C -0.99642 4.32458 -4.16608 0.009 -0.012 0.012 -0.7133
C -2.31088 4.26048 -3.72119 0.018 0.000 -0.009 -0.7088
C -2.61198 3.62655 -2.52614 -0.001 -0.024 0.008 -0.8576
C -1.59547 3.04412 -1.77412 0.016 0.059 0.012 0.2295
As -1.87454 2.15942 -0.07470 -0.124 -0.078 -0.071 1.3936
C -3.68361 1.48054 -0.20282 -0.133 0.097 0.009 -1.4977
C -2.10529 3.63951 1.14833 -0.095 0.091 -0.029 -1.3238
H 1.96349 4.66612 -1.09578 0.024 -0.025 0.100 0.4878
H 2.86068 3.67742 0.09823 -0.083 0.026 -0.037 0.3695
H 1.23948 4.26664 0.49660 -0.003 -0.016 -0.028 0.2231
H 3.03669 2.56341 -2.71330 -0.049 -0.091 0.003 0.4315
H 1.89270 1.30719 -3.25576 0.001 -0.005 0.031 0.4145
H 3.04421 0.95987 -1.94492 -0.043 0.065 0.000 0.2739
H 1.04269 3.81444 -3.77968 -0.021 -0.018 0.044 0.3981
H -0.76590 4.82057 -5.09907 0.004 0.008 -0.012 0.4173
H -3.10122 4.70692 -4.30874 -0.018 0.008 -0.009 0.4132
H -3.64233 3.58634 -2.19223 0.023 -0.010 0.022 0.3738
H -3.79605 0.86961 -1.09771 0.029 0.019 0.031 0.3824
H -4.38420 2.31679 -0.24014 0.013 -0.095 -0.005 0.5568
H -3.89930 0.87308 0.67666 0.035 0.033 -0.020 0.4026
H -2.73136 4.38870 0.66058 0.051 -0.013 0.093 0.6225
H -1.13810 4.05862 1.41618 -0.007 -0.016 -0.019 0.3118
H -2.59884 3.27282 2.04772 0.009 -0.021 -0.043 0.3354
Cl 6.64383 -3.33961 0.58238 0.043 -0.008 0.012 -0.2001
C 5.13863 -2.50493 0.43746 -0.192 -0.034 -0.064 0.1134
C 5.07985 -1.14335 0.68508 -0.256 0.006 -0.040 -0.7107
C 3.86622 -0.47222 0.57344 0.447 -0.235 -0.013 1.1559
Cl 3.85764 1.23227 0.86647 -0.186 -0.089 0.047 -0.1707
C 2.70159 -1.15045 0.21375 -0.451 0.069 -0.046 -1.0225
O 1.53176 -0.52083 0.13315 0.304 -0.175 0.126 -0.4836
C 2.77932 -2.52898 -0.06184 0.249 -0.114 0.111 1.0885
C 1.63376 -3.35679 -0.50763 0.231 0.203 -0.114 -0.3992
O 0.52689 -2.96565 -0.78103 -0.147 0.008 0.055 -0.3489
C 3.99685 -3.19617 0.06216 0.068 0.295 0.074 -1.0835
H 5.96610 -0.59397 0.96659 0.036 -0.013 0.010 0.4947
H 1.90116 -4.42288 -0.62547 -0.062 -0.060 0.046 0.2476
H 4.05110 -4.25696 -0.14089 0.003 -0.041 -0.007 0.3730
```
Forces are in eV/Å.

The net charge is +1. Its spin multiplicity is 3. The highest occupied orbital energy (alpha / beta) comes out at -0.3911 / -0.3941 hartree. The LUMO energy (alpha / beta) is -3.17 / -2.93 eV. The HOMO-LUMO gap (alpha / beta) comes out at 0.2747 / 0.2863 Eh. The calculation puts the energy above the lowest of the compared OMol25 structures with the same formula, charge and spin at 48.1 kJ/mol.

---

Entry 3:
A structure of composition C32H30AuF4N3O3, computed with ωB97M-V/def2-TZVPD.

XYZ file:
```
73
Properties=species:S:1:pos:R:3:forces:R:3:mulliken_charge:R:1
Au -0.18780 -0.21822 -0.35296 -0.073 -0.074 0.436 1.9499
C -2.95253 0.40823 -2.74486 0.019 0.004 0.033 -1.3860
C -2.92247 -1.02509 -2.23561 0.071 -0.016 -0.032 -0.8387
N -1.59958 -1.65024 -2.05245 -0.052 0.188 -0.153 0.7974
C -1.85049 -3.02483 -1.57669 0.107 0.053 0.022 -0.5564
C -0.62758 -3.91615 -1.43849 0.029 -0.007 0.082 -1.4749
C -0.73632 -1.60473 -3.22450 -0.035 -0.016 0.012 -1.1706
C 0.00341 -0.29062 -3.47346 0.074 -0.014 0.071 -1.0446
N 0.81824 0.15261 -2.34881 0.024 0.029 -0.400 -0.2063
C 1.62661 1.21887 -2.51908 -0.046 -0.143 -0.027 0.1252
C 2.53181 1.53858 -1.47164 0.171 -0.018 0.136 0.1289
F 2.57910 0.78177 -0.38221 -0.045 0.051 -0.159 0.0844
C 3.41634 2.58986 -1.56075 0.003 -0.022 0.105 -0.1397
F 4.24639 2.81082 -0.53754 -0.011 0.035 -0.057 -0.2871
C 3.46954 3.39849 -2.67979 0.017 -0.017 0.006 -0.4608
C 2.60741 3.11068 -3.72249 -0.045 0.020 -0.031 -0.0419
F 2.62362 3.86686 -4.82482 0.028 0.000 0.056 -0.3029
C 1.71341 2.06666 -3.66147 -0.081 0.054 -0.047 0.6943
F 0.90698 1.90388 -4.71547 0.039 -0.047 0.086 -0.2997
H -3.95552 0.80826 -2.59018 -0.005 -0.012 -0.019 0.4407
H -2.74472 0.47137 -3.81441 -0.001 0.002 0.017 0.3579
H -2.26140 1.05550 -2.20285 -0.015 -0.032 0.014 0.2470
H -3.51813 -1.65326 -2.91788 -0.018 -0.001 0.000 0.4443
H -3.41103 -1.06338 -1.26039 0.021 -0.001 0.017 0.4587
H -2.58310 -3.51022 -2.24071 0.001 -0.013 -0.015 0.3563
H -2.33096 -2.92073 -0.60232 -0.011 -0.003 0.016 0.4041
H -0.25110 -4.26107 -2.40218 -0.003 -0.016 0.009 0.3750
H -0.91710 -4.80351 -0.87340 0.027 -0.006 -0.001 0.4437
H 0.17165 -3.41312 -0.88926 -0.107 -0.050 -0.068 0.2804
H -1.29188 -1.83232 -4.14969 0.001 -0.033 0.003 0.1928
H 0.02170 -2.37646 -3.10991 0.000 0.016 0.003 0.4802
H -0.67894 0.50411 -3.76479 -0.043 0.007 0.029 0.5568
H 0.65824 -0.46392 -4.33370 0.005 0.053 -0.026 0.6101
H 4.16403 4.22421 -2.74127 -0.012 -0.013 -0.001 0.5163
O -2.35707 4.21860 -0.13549 0.017 -0.058 -0.007 -0.7406
C -3.25775 3.68872 0.71019 0.018 0.027 -0.026 0.3782
C -4.27843 4.51752 1.17865 -0.026 -0.021 0.033 -0.7049
C -5.22672 4.02202 2.05030 -0.008 -0.027 0.021 -0.2854
C -5.18500 2.69400 2.47739 0.012 0.048 -0.034 -0.8258
C -4.17621 1.87418 2.01423 -0.006 0.018 0.035 -0.3797
C -3.20478 2.35080 1.13249 0.000 -0.001 0.005 -0.0788
C -2.13979 1.43207 0.65549 0.091 -0.004 -0.019 1.5651
O -2.09420 0.24812 1.06025 -0.076 0.060 -0.098 -0.9816
O -1.27697 1.88149 -0.17998 -0.104 -0.005 -0.026 -1.1975
H -1.73061 3.48703 -0.35663 -0.017 0.036 0.009 0.4050
H -4.29943 5.54577 0.84221 -0.004 -0.010 0.003 0.4511
H -6.01179 4.67785 2.40677 0.003 -0.006 -0.004 0.3859
H -5.93145 2.31317 3.16109 0.001 0.006 -0.003 0.4119
H -4.10822 0.83992 2.32498 0.001 0.003 -0.011 0.4111
N 0.89290 -1.77038 0.53662 0.127 -0.060 0.094 -0.8267
C 1.60625 -1.62237 1.56776 -0.027 0.129 -0.057 0.6383
C 1.73945 -0.33348 2.32513 -0.014 -0.086 -0.009 -0.3176
C 3.00299 0.17330 2.61753 0.026 -0.010 -0.006 -0.2264
C 3.13167 1.40038 3.24942 -0.033 -0.012 -0.006 -0.8053
C 1.99755 2.11708 3.61358 -0.008 -0.025 -0.006 -0.4890
C 0.73677 1.59979 3.35166 0.032 0.002 0.010 -0.8123
C 0.60576 0.37600 2.70930 0.015 -0.025 -0.007 -0.0402
C 2.38854 -2.80993 2.04481 -0.029 0.069 0.040 0.3156
C 2.87133 -3.73518 1.12480 0.001 -0.066 -0.044 -0.4452
C 3.57216 -4.85036 1.55662 -0.012 0.022 0.017 -0.6870
C 3.79058 -5.05215 2.91347 -0.024 0.027 0.010 -0.4170
C 3.30946 -4.13246 3.83580 0.002 0.000 -0.039 -0.7173
C 2.61696 -3.01039 3.40298 0.025 0.014 0.014 -0.2245
H 3.88472 -0.39042 2.33585 -0.005 0.014 -0.007 0.5144
H 4.11642 1.79926 3.45784 -0.010 -0.010 -0.002 0.4088
H 2.09820 3.07415 4.10976 0.001 -0.006 -0.009 0.4148
H -0.14946 2.14816 3.64656 0.006 -0.012 -0.014 0.4752
H -0.37621 -0.02879 2.50422 -0.009 0.012 0.018 0.7466
H 2.69039 -3.56757 0.07063 0.012 0.003 0.014 0.3247
H 3.95116 -5.56217 0.83436 -0.001 0.005 0.004 0.3987
H 4.33777 -5.92298 3.25112 -0.003 0.004 0.001 0.3844
H 3.47545 -4.28721 4.89414 0.001 0.003 -0.005 0.3930
H 2.24977 -2.28642 4.12013 -0.003 -0.015 -0.005 0.4452
```
Forces are in eV/Å.

Its spin multiplicity is 3. The highest occupied orbital energy (alpha / beta) comes out at -0.2957 / -0.2993 hartree. The LUMO energy (alpha / beta) is 0.44 / -2.45 eV. The HOMO-LUMO gap (alpha / beta) comes out at 0.3119 / 0.2093 Eh. The calculation puts the energy above the lowest of the compared OMol25 structures with the same formula, charge and spin at 0.0 kJ/mol.